[1]
ORCA calculation (ωB97M-V/def2-TZVPD) on a 11-piece molecular cluster, C38H54O33 overall.

Output
SMILES string: C[C@H]1COC(=O)O1.C[C@H]1COC(=O)O1.C[C@H]1COC(=O)O1.C[C@H]1COC(=O)O1.C[C@H]1COC(=O)O1.O=C1OCCO1.O=C1OCCO1.O=C1OCCO1.O=C1OCCO1.O=C1OCCO1.O=C1OCCO1
E_tot (eV): -107846.21878
Highest occupied orbital energy (eV): -10.409
ΔE to the lowest compared entry with this formula, charge and spin (eV): 5.447
HOMO-LUMO gap (Ha): 0.356

```
125
Properties=species:S:1:pos:R:3:forces:R:3
C -5.395 -4.288 -3.091 0.3924 0.4410 0.5786
C -4.162 -4.306 -2.173 -2.1202 -1.2811 -0.9905
C -3.177 -3.200 -2.328 0.6272 -0.0422 -1.4292
O -3.131 -2.552 -1.070 0.9285 -0.0467 -0.5181
C -3.972 -3.169 -0.263 -2.0491 0.5627 3.1793
O -4.165 -2.839 0.893 0.6827 -0.3928 -1.4191
O -4.706 -4.115 -0.866 1.0797 0.0594 0.2914
H -6.025 -5.133 -2.812 -0.0297 0.0537 -0.1898
H -5.195 -4.286 -4.163 0.1815 -0.0828 0.1095
H -5.901 -3.367 -2.804 -0.3358 0.0133 -0.3647
H -3.713 -5.296 -2.245 0.2510 0.0273 0.3494
H -3.434 -2.497 -3.121 -0.0143 0.1644 0.2274
H -2.242 -3.685 -2.610 0.4384 0.5739 0.3206
C 2.591 4.098 0.850 0.1469 0.8098 0.0775
C 2.943 5.544 0.394 0.0303 -1.7153 -0.1246
C 4.407 5.931 0.395 1.5660 1.3567 1.2168
O 4.564 6.758 -0.754 -0.1707 -0.0299 -0.7770
C 3.574 6.499 -1.579 -2.9123 1.5500 -4.1342
O 3.386 7.027 -2.703 0.9995 -2.2968 4.2217
O 2.641 5.629 -0.985 1.0548 1.2763 -1.5799
H 2.994 3.935 1.850 0.0013 -0.1150 0.0275
H 2.988 3.359 0.154 0.4792 0.2117 -0.0241
H 1.522 3.884 0.862 -0.0929 0.4856 0.1271
H 2.394 6.336 0.903 -0.2490 -0.2472 0.2633
H 5.259 5.252 0.350 -0.6692 -0.8990 0.1320
H 4.647 6.647 1.181 -0.1622 -0.4272 0.5516
C -4.183 -0.172 5.345 0.4635 1.0235 -0.4926
C -4.451 0.679 4.031 -1.7646 -1.0492 0.7323
C -5.618 0.059 3.187 1.2299 -0.7082 0.4468
O -6.687 0.923 3.317 -1.5023 1.8720 0.8754
C -6.373 2.020 4.071 -0.3995 1.9869 -1.2717
O -7.109 2.982 4.267 1.9052 -2.9237 -0.0576
O -5.032 1.978 4.338 -0.1095 -0.2455 0.6860
H -5.049 -0.490 5.925 -0.4893 0.3495 -0.4623
H -3.582 0.413 6.041 0.1214 0.1691 -0.0637
H -3.629 -1.095 5.173 0.0466 0.0951 -0.5431
H -3.580 0.816 3.391 0.1245 0.1666 0.5671
H -5.974 -0.873 3.627 0.4931 -0.3923 -0.4462
H -5.335 -0.010 2.137 -0.1489 -0.3337 0.0182
C -1.373 -2.843 4.659 0.4738 2.2247 0.3147
C -2.223 -3.210 3.493 1.0992 -1.4412 -0.8340
C -1.530 -3.912 2.255 -0.0840 1.1000 0.9486
O -2.354 -5.041 2.032 -0.5807 -0.7923 -0.1558
C -3.225 -5.224 3.063 -3.7701 -3.3526 0.2227
O -4.110 -6.154 3.173 4.8059 4.5107 -0.7947
O -3.041 -4.252 3.959 -1.6105 -1.0775 0.3045
H -0.630 -3.512 5.093 -0.2058 -0.4377 -0.6333
H -1.982 -2.481 5.487 -0.3381 -0.3755 0.0297
H -0.899 -1.910 4.357 0.6642 0.0945 0.0082
H -2.830 -2.396 3.097 -0.0529 0.0963 0.3147
H -0.498 -4.225 2.419 -0.0029 -0.2025 0.3464
H -1.516 -3.221 1.413 -0.3872 -0.2992 -0.1969
C 1.411 0.526 -0.644 1.1004 0.7308 0.8477
C -0.004 0.564 -0.098 1.6847 -2.5516 -0.9591
C -0.392 -0.782 0.553 -0.5373 0.2194 -1.2615
O -1.207 -0.379 1.646 -0.2317 0.8459 0.0352
C -0.934 0.943 1.880 -0.9802 0.2417 5.4443
O -1.298 1.518 2.929 0.7709 -1.6797 -3.6452
O -0.036 1.400 1.052 -0.1333 1.4286 -1.3820
H 1.700 -0.134 -1.462 -0.8427 0.0673 -0.1045
H 2.101 0.249 0.153 -0.1054 -0.0892 0.1081
H 1.737 1.535 -0.893 -0.1900 0.0831 -0.3360
H -0.641 0.781 -0.955 -0.6880 0.8080 0.6488
H 0.465 -1.358 0.902 0.1443 0.0808 0.1824
H -0.971 -1.384 -0.148 -0.0613 -0.0723 0.2206
O -4.901 3.344 -5.079 1.1682 -0.5322 -0.2181
C -3.937 2.660 -4.942 -0.0383 -1.5036 2.5840
O -3.574 2.028 -3.670 0.5674 1.3003 -2.0663
C -2.482 1.135 -4.035 -0.9512 -0.1757 0.7938
C -1.922 1.683 -5.274 1.4943 -0.1301 0.5706
O -3.061 2.210 -5.866 -1.2517 1.0563 -1.9234
H -1.663 0.952 -3.340 -0.8029 0.2256 0.6387
H -3.018 0.235 -4.337 0.4398 -0.4950 0.3994
H -1.399 0.824 -5.693 -0.6291 0.0517 -1.2435
H -1.154 2.453 -5.204 -0.2179 0.2888 0.4414
O 6.233 1.191 0.505 -2.7955 -1.2451 2.1032
C 5.290 0.826 1.221 3.1445 2.1525 -1.5101
O 4.442 -0.130 0.954 -1.7867 -1.5263 -1.1017
C 3.566 -0.358 2.080 1.1748 -0.5429 1.2053
C 3.685 0.948 2.807 -0.9386 0.7251 -0.4378
O 4.984 1.393 2.403 0.1088 0.4934 0.9507
H 2.537 -0.687 1.939 0.2193 0.2666 -0.9667
H 4.067 -1.155 2.630 -0.1001 -0.1066 0.2691
H 3.444 0.953 3.870 1.0547 -0.3774 0.1757
H 2.952 1.668 2.442 -0.0399 0.1109 -0.4981
O -1.070 -1.400 -3.809 2.4328 -1.8538 1.5604
C -0.085 -2.079 -3.466 -3.5696 3.1313 -1.9861
O 0.422 -2.161 -2.265 -0.7209 0.2309 1.9445
C 1.554 -3.010 -2.210 0.9273 0.7069 -0.6765
C 1.668 -3.467 -3.660 -0.1412 -0.4052 -0.5526
O 0.620 -2.724 -4.346 1.3700 -1.8433 -0.5567
H 2.413 -2.375 -1.990 0.0051 -0.1284 0.5460
H 1.410 -3.808 -1.481 -0.0282 0.1335 -0.1119
H 1.497 -4.543 -3.692 -0.1922 0.0694 -0.5803
H 2.585 -3.208 -4.189 0.0766 -0.0885 0.3894
O -1.330 3.950 7.535 1.1901 -3.6787 -0.6306
C -0.828 2.857 7.256 0.0152 4.4455 -0.9182
O -0.866 1.721 7.871 -0.8882 -1.1106 2.1122
C 0.109 0.851 7.330 -0.6230 -2.5116 1.3325
C 0.396 1.394 6.012 0.4725 -1.1144 -1.0767
O 0.014 2.680 6.190 -0.4418 3.9031 -0.9838
H 0.996 0.777 7.960 -0.2725 0.0693 0.3438
H -0.409 -0.100 7.207 0.4263 -0.2950 0.5480
H -0.217 0.896 5.261 0.1275 0.1594 -0.4414
H 1.460 1.315 5.791 -0.0436 0.1481 -0.3274
O 4.038 -0.369 -2.225 3.0842 -1.9215 -2.8503
C 4.839 -0.791 -3.083 -1.4047 1.7275 0.8388
O 4.476 -1.071 -4.379 -1.5632 0.4197 1.2153
C 5.618 -1.158 -5.193 0.0611 -1.5283 -0.4350
C 6.643 -1.637 -4.177 0.1778 0.9750 -0.8189
O 6.191 -0.931 -3.032 -0.9314 0.2815 1.8218
H 5.395 -1.927 -5.932 0.1762 0.2008 -0.2116
H 5.810 -0.201 -5.678 0.2670 0.0203 0.1886
H 7.632 -1.279 -4.463 0.0676 -0.2690 0.4275
H 6.613 -2.705 -3.960 0.0606 0.0026 -0.2623
O 0.197 2.704 -2.990 1.2702 -1.1273 -0.1967
C 1.069 2.209 -3.668 -1.3319 2.8935 0.5447
O 0.965 1.115 -4.363 -0.9918 -2.3286 0.6075
C 2.001 1.023 -5.264 1.4285 -0.3753 -2.9481
C 3.011 2.147 -4.911 -1.4285 -1.3470 -0.3686
O 2.191 2.846 -4.011 0.8443 1.6423 1.3943
H 2.402 0.021 -5.418 0.0337 -0.0681 0.9305
H 1.600 1.239 -6.254 -0.2690 0.2306 -0.1272
H 3.151 2.762 -5.799 0.5230 0.0339 0.3024
H 3.922 1.767 -4.448 0.0188 0.3529 0.0615
```
Positions in Å, forces in eV/Å.


[2]
ORCA calculation (ωB97M-V/def2-TZVPD) on C38H55F3O3P2PtSSi as an isolated structure.

Output
E_tot (eV): -95119.15499
Charge: +2
Highest occupied orbital energy (eV): -14.772
HOMO-LUMO gap (Ha): 0.234

```
104
Properties=species:S:1:pos:R:3:forces:R:3
Pt -0.302 0.303 -0.077 0.0229 -1.1094 1.2388
C 3.380 -1.028 0.256 -0.8105 -0.3639 -0.5145
Si 2.066 0.308 0.224 -0.0515 1.8652 1.2209
C 1.967 1.099 1.984 0.5946 -0.3170 -0.7097
C 3.078 1.831 2.399 -0.0305 -0.0324 0.2377
C 3.135 2.386 3.673 0.0316 -0.0069 -0.1197
C 2.066 2.221 4.541 0.0228 0.0336 0.0248
C 0.943 1.515 4.136 -0.1589 -0.0858 0.1168
C 0.887 0.958 2.859 -0.2334 -0.0948 0.0694
P -0.485 -0.135 2.361 0.5944 1.8198 -0.1856
C -2.193 0.520 2.626 0.0950 -0.3215 -0.3791
C -2.474 1.469 3.797 0.0996 0.0904 0.0743
C -3.770 2.233 3.463 -0.1322 -0.0514 -0.0379
C -4.748 1.386 2.629 0.0516 -0.0699 -0.0035
C -4.617 -0.093 2.981 -0.0434 0.1396 0.1003
C -3.218 -0.631 2.624 -0.0680 -0.0632 0.0130
C -0.197 -1.719 3.271 0.0945 -0.4160 -1.2014
C -0.634 -1.587 4.750 0.0839 0.3769 0.2480
C 0.562 -1.701 5.695 0.0519 -0.0859 -0.1181
C 1.283 -3.037 5.511 0.0528 -0.0291 0.0687
C 1.527 -3.372 4.025 -0.0501 -0.0825 -0.0018
C 1.261 -2.173 3.116 0.0049 -0.0540 -0.0389
C 2.466 1.671 -1.030 -0.0183 -0.8454 0.1209
C 3.686 1.647 -1.704 0.0457 0.1860 0.0802
C 4.003 2.632 -2.630 0.0420 0.0031 0.0283
C 3.098 3.649 -2.895 0.0541 0.0085 0.0024
C 1.872 3.673 -2.248 -0.1100 0.0401 0.0728
C 1.542 2.680 -1.329 -0.1484 -0.0246 -0.1704
P -0.073 2.673 -0.497 1.1211 -0.1808 0.3615
C -1.366 3.407 -1.601 -0.1085 -0.8518 0.0513
C -1.239 2.915 -3.055 -0.0726 -0.0086 -0.1232
C -1.931 1.573 -3.245 0.0136 0.0207 0.0662
C -3.446 1.666 -2.997 -0.0765 -0.1227 -0.0055
C -3.796 2.875 -2.127 0.1245 -0.0135 -0.0499
C -2.758 3.040 -1.016 -0.2013 -0.0247 0.0105
C 0.184 3.806 0.949 -0.5008 -0.5820 -0.0216
C -1.053 3.891 1.847 0.1635 -0.0712 0.1737
C -0.696 4.622 3.144 -0.1028 0.1453 -0.2004
C -0.145 6.014 2.833 0.1327 -0.1301 0.0867
C 1.040 5.938 1.871 -0.2498 0.0512 -0.0284
C 0.661 5.209 0.575 0.1726 0.0057 0.0222
H 4.283 -0.654 0.741 -0.0939 0.2256 0.0560
H 3.634 -1.349 -0.756 0.0430 -0.0207 0.0213
H 3.044 -1.909 0.802 0.0842 0.0456 0.0085
H 3.913 1.970 1.719 0.0253 0.0076 0.0426
H 4.013 2.939 3.981 -0.0294 0.0178 0.0284
H 2.106 2.645 5.536 -0.0364 0.0061 -0.0035
H 0.110 1.406 4.820 0.0916 -0.0246 0.0351
H -2.348 1.103 1.709 0.0035 -0.0707 0.0230
H -1.660 2.176 3.963 -0.0896 -0.0606 0.0769
H -2.608 0.887 4.711 0.0483 0.0007 0.0137
H -3.529 3.151 2.922 -0.0025 0.0016 0.0550
H -4.249 2.530 4.396 0.0456 0.0218 0.0200
H -4.553 1.516 1.559 -0.0349 0.0351 -0.0069
H -5.769 1.724 2.800 0.0044 0.0255 -0.0349
H -5.380 -0.679 2.472 0.0349 -0.0476 -0.0010
H -4.795 -0.212 4.053 -0.0009 -0.0343 -0.0106
H -3.241 -1.106 1.644 -0.0472 -0.0047 0.0057
H -2.936 -1.399 3.347 0.0445 0.0099 -0.0261
H -0.825 -2.444 2.747 -0.0277 0.0008 0.1353
H -1.337 -2.393 4.969 -0.0849 0.0426 -0.1016
H -1.161 -0.650 4.944 -0.0738 -0.0536 0.0196
H 0.217 -1.601 6.724 -0.0136 0.0367 -0.0068
H 1.257 -0.878 5.510 -0.0159 0.0388 0.0541
H 0.701 -3.835 5.974 -0.0395 0.0335 -0.0065
H 2.227 -3.005 6.055 0.0004 0.0125 -0.0272
H 0.891 -4.203 3.710 -0.0120 0.0203 0.0028
H 2.555 -3.704 3.879 -0.0120 -0.0116 -0.0351
H 1.441 -2.443 2.072 -0.0305 -0.0072 0.0597
H 1.950 -1.368 3.378 0.0060 0.0548 -0.0387
H 4.409 0.868 -1.496 -0.0165 -0.0253 -0.0434
H 4.957 2.602 -3.140 -0.0194 0.0218 -0.0285
H 3.343 4.420 -3.614 -0.0127 0.0036 0.0047
H 1.168 4.466 -2.472 0.0237 0.0142 -0.0430
H -1.206 4.488 -1.559 0.1366 -0.0028 0.1490
H -0.200 2.847 -3.372 -0.0164 0.0745 -0.0098
H -1.717 3.659 -3.697 0.0767 0.0382 -0.0030
H -1.493 0.860 -2.533 0.0451 -0.0151 -0.0812
H -1.717 1.177 -4.237 0.0130 -0.0067 0.0057
H -3.783 0.749 -2.509 -0.0087 0.0628 0.0081
H -3.990 1.717 -3.941 0.0695 0.0779 -0.0259
H -4.786 2.755 -1.690 -0.0086 0.0275 0.0011
H -3.823 3.785 -2.732 -0.0669 0.0205 0.0362
H -2.699 2.075 -0.495 -0.0492 0.0984 0.0909
H -3.086 3.788 -0.295 0.0689 -0.0258 0.0109
H 0.987 3.309 1.503 -0.0144 0.0288 -0.0160
H -1.433 2.887 2.063 0.0314 0.2470 -0.0961
H -1.842 4.452 1.339 -0.0098 -0.0865 -0.0372
H 0.056 4.043 3.688 -0.0020 -0.0064 0.0314
H -1.581 4.702 3.777 0.0108 -0.0337 0.0428
H 0.164 6.501 3.759 -0.0497 0.0575 -0.0248
H -0.936 6.626 2.391 0.0014 0.0312 0.0149
H 1.869 5.406 2.350 0.0421 0.0328 -0.0211
H 1.387 6.942 1.627 0.0664 -0.0212 0.0103
H 1.526 5.176 -0.087 -0.0132 0.0090 -0.0551
H -0.140 5.764 0.077 0.0134 -0.0221 -0.0679
F -1.939 -1.886 -3.253 -0.0883 -0.0146 0.0559
C -1.139 -2.180 -2.251 0.0995 0.2235 0.0280
F -0.057 -1.348 -2.318 -0.1142 -0.1440 -0.0156
F -0.716 -3.416 -2.340 -0.0390 -0.0900 0.1406
S -1.988 -1.831 -0.628 -1.2515 -0.2701 -1.3992
O -3.126 -2.662 -0.515 0.2818 -0.3280 0.2045
O -0.891 -1.997 0.348 0.8113 0.9109 0.0939
O -2.301 -0.388 -0.760 -0.3012 0.0635 0.1003
```
Positions in Å, forces in eV/Å.


What is the highest occupied orbital energy in the second record?
-14.772 eV